No. 1
Formula: C28H29BMnN6Si
Source: the Open Molecules 2025 dataset
Level of theory: ωB97M-V/def2-TZVPD

Structure (XYZ):
```
66
Properties=species:S:1:pos:R:3:forces:R:3
C 2.5181 -0.6535 -1.4626 -0.1 -0.1 -1.1
N 1.2184 -0.6799 -1.8421 0.3 -0.2 0.0
N 1.2178 -0.6942 -3.2274 0.0 -0.1 0.8
C 2.4809 -0.6832 -3.6886 -0.3 0.0 0.8
C 3.3431 -0.6679 -2.5971 -0.5 0.1 0.2
B -0.1067 -0.5745 -4.0262 -0.1 0.2 0.2
N -1.0755 -1.7310 -3.6701 -0.4 -0.4 0.7
N -1.4856 -1.9563 -2.3675 -0.1 -0.4 -0.6
C -2.3500 -3.0049 -2.4036 0.5 0.4 -1.3
C -2.4930 -3.4406 -3.7299 0.1 0.3 0.5
C -1.6784 -2.6086 -4.4939 0.0 0.2 1.0
Mn -0.7697 -0.7197 -0.8576 0.4 0.4 -3.5
N -0.7679 0.7537 -3.5635 -0.4 0.1 0.7
N -1.1176 0.9554 -2.2418 0.1 0.0 0.1
C -1.5700 2.2226 -2.1414 0.2 -0.4 -1.2
C -1.5478 2.8167 -3.4132 0.1 -0.2 0.2
C -1.0237 1.8607 -4.2792 -0.2 -0.2 1.0
H -1.8733 2.6548 -1.1952 0.0 -0.2 -0.1
H -0.8096 1.8722 -5.3381 -0.1 0.1 0.1
H -1.8651 3.8037 -3.6748 -0.1 0.2 0.0
H 0.1110 -0.5642 -5.2075 0.0 0.0 0.2
H -1.4957 -2.5640 -5.5557 0.0 -0.1 0.0
H 2.6741 -0.6613 -4.7509 0.0 -0.1 0.1
H -3.1109 -4.2444 -4.0799 -0.1 -0.1 0.0
H 4.4149 -0.6534 -2.6153 0.1 0.0 0.0
H -2.8315 -3.3988 -1.5184 0.2 0.1 -0.3
H 2.8281 -0.6218 -0.4266 -0.2 -0.1 -0.2
H -2.9107 -1.1245 0.1550 0.0 0.0 0.0
C -2.3666 -1.9482 0.6330 -0.3 -0.2 0.3
H -2.8382 -2.8988 0.3608 0.3 0.3 -0.1
H -1.2847 -2.0308 0.3369 -0.3 -0.7 0.7
H -2.4115 -1.8219 1.7172 0.2 0.1 -0.3
C 1.2761 4.7338 0.8988 0.0 -0.3 -0.3
C 1.6718 3.7972 -0.0677 0.1 -0.5 -0.1
C 1.2786 2.4591 0.0494 0.5 0.8 -0.6
C 0.4937 2.0382 1.1357 -0.4 -0.7 -0.7
C 0.0921 2.9843 2.0913 -0.4 0.9 0.2
C 0.4784 4.3233 1.9717 -0.2 -0.6 0.3
Si 0.0439 0.2335 1.3205 1.7 2.0 3.9
C 1.5890 -0.7119 1.8155 -0.2 -0.8 -0.9
C 1.7671 -2.0554 1.4362 0.5 0.0 0.2
C 2.9433 -2.7313 1.7771 -0.3 -0.1 0.0
C 3.9347 -2.0859 2.5236 -0.2 0.1 -0.1
C 3.7474 -0.7606 2.9324 -0.4 0.0 0.0
C 2.5822 -0.0698 2.5735 0.3 0.2 -0.1
C -1.1333 0.0957 2.7744 -0.3 -0.2 -1.0
C -0.8283 -0.7268 3.8702 -0.2 -0.4 0.4
C -1.7092 -0.8103 4.9557 0.4 0.1 -0.3
C -2.9073 -0.0882 4.9460 0.1 0.0 -0.2
C -3.2339 0.7065 3.8404 0.2 0.3 -0.3
C -2.3505 0.7999 2.7572 -0.6 -0.1 0.4
H 1.5834 5.7781 0.8072 -0.1 -0.3 0.0
H 2.2916 4.1014 -0.9156 -0.2 -0.1 0.3
H 1.5879 1.7354 -0.7107 -0.1 0.3 0.2
H -0.5236 2.6655 2.9317 0.2 0.2 -0.2
H 0.1545 5.0402 2.7250 0.2 -0.2 -0.2
H 0.9937 -2.5685 0.8571 0.3 0.0 0.1
H 3.0732 -3.7667 1.4586 0.0 0.3 0.1
H 4.8490 -2.6194 2.7902 -0.3 0.2 -0.1
H 4.5048 -0.2578 3.5356 -0.2 -0.2 -0.2
H 2.4414 0.9696 2.8850 0.2 -0.4 -0.1
H 0.1027 -1.2993 3.8777 -0.3 0.2 0.1
H -1.4474 -1.4403 5.8077 -0.1 0.2 -0.2
H -3.5844 -0.1444 5.8011 0.2 0.0 -0.3
H -4.1731 1.2627 3.8199 0.3 -0.2 0.0
H -2.6124 1.4189 1.8932 0.0 -0.2 0.3
```
Forces are in eV/Å.

HOMO-LUMO gap (spin up / spin down) in eV: 5.578 / 4.301
DFT total energy in eV: -78307.374
LUMO energy (spin up / spin down) in eV: -8.893 / -10.145
Spin multiplicity: 6
Net charge: +2

These are the Mulliken partial charges, in e, on atoms 1 to 2:
1. C -0.429
2. N 0.276


No. 2
Formula: C28H29BMoN7P
Source: the Open Molecules 2025 dataset
Level of theory: ωB97M-V/def2-TZVPD

Structure (XYZ):
```
67
Properties=species:S:1:pos:R:3:forces:R:3
H -0.2050 2.5908 -0.4435 -0.2 0.1 0.0
N 0.0630 1.4088 -2.1817 1.2 1.7 -0.7
B 0.7235 0.5538 -4.4800 -0.1 -0.1 0.3
N 0.5553 1.7009 -3.4535 -0.7 -0.3 1.0
C 0.6792 3.0214 -3.5832 0.1 -0.4 -0.1
Mo -0.3113 -0.4790 -1.6010 -0.9 -0.3 1.5
H 0.9555 3.4095 -4.5688 0.0 0.1 0.7
C 0.3737 3.6254 -2.3647 -0.1 0.2 0.3
H 0.4277 4.6826 -2.1419 -0.1 -0.2 0.0
C 0.0209 2.5947 -1.4982 0.3 -0.5 -1.1
H 1.2539 0.9511 -5.4834 -0.4 -0.2 0.1
C -2.2449 -3.1665 0.2125 0.0 0.1 -0.2
H -2.5739 -3.4467 1.2204 0.0 0.0 -0.4
H -1.2293 -3.5489 0.0478 -0.3 0.1 0.1
H -2.9205 -3.5618 -0.5554 0.1 0.0 0.3
N -0.6690 -0.0567 -4.6300 -0.6 0.0 -0.1
N 1.5765 -0.5929 -3.8660 -0.1 -0.7 1.2
N -1.3602 -0.5547 -3.5414 -0.2 0.3 -0.8
N 1.2664 -1.1391 -2.5936 2.6 -0.2 -1.3
C -1.3986 -0.1564 -5.7480 -0.3 -0.2 1.2
C 2.5871 -1.2765 -4.4086 -0.3 -0.1 1.3
H -0.9797 0.2072 -6.6771 -0.2 -0.2 0.0
H 2.9131 -1.0731 -5.4246 0.0 0.0 0.3
C -2.6224 -0.7252 -5.3966 0.0 0.0 0.2
C 3.0543 -2.2040 -3.4572 -0.6 0.2 0.7
C -2.5702 -0.9525 -4.0168 1.0 0.3 -0.5
C 2.2386 -2.0829 -2.3224 -0.3 0.9 -1.5
H -3.4120 -0.9370 -6.0848 -0.3 -0.1 0.0
H 3.8873 -2.8633 -3.5578 0.2 -0.2 -0.1
H -3.2713 -1.3809 -3.3173 -0.2 0.0 -0.2
H 2.2820 -2.5369 -1.3346 0.0 -0.1 -0.4
H -2.2337 -2.0699 0.1360 -0.1 -0.3 0.1
N -0.0633 -0.6139 0.2164 0.7 -0.1 -1.0
P 0.1067 -0.0841 1.7828 0.0 -0.3 0.2
C 1.6074 0.8825 1.9829 0.8 0.4 0.0
C 1.8835 1.6351 3.1443 -0.1 0.0 -0.1
C 3.0647 2.3734 3.2525 -0.2 -0.2 -0.1
C 3.9910 2.3741 2.2075 -0.2 -0.1 -0.2
C 3.7369 1.6182 1.0603 0.0 0.0 0.1
C 2.5729 0.8542 0.9648 -0.2 0.1 0.0
C -1.3802 0.8871 2.0204 -0.5 0.3 0.2
C -1.6559 1.5401 3.2345 -0.1 -0.1 -0.2
C -2.8507 2.2436 3.3901 0.1 -0.1 -0.1
C -3.7837 2.2827 2.3496 0.1 0.0 0.0
C -3.5278 1.6201 1.1512 0.1 0.1 0.1
C -2.3317 0.9343 0.9989 0.0 0.1 0.0
C 0.1306 -1.3724 3.0555 -0.2 -0.1 0.7
C -1.0459 -2.0987 3.3294 -0.1 -0.1 -0.1
C -1.0737 -3.0857 4.3171 0.1 0.2 -0.1
C 0.0497 -3.2975 5.1232 0.0 0.2 -0.2
C 1.1868 -2.5035 4.9499 -0.2 0.0 0.0
C 1.2242 -1.5483 3.9307 0.1 0.1 -0.2
H 1.1839 1.6328 3.9784 0.2 0.1 -0.2
H 3.2661 2.9552 4.1537 -0.1 -0.2 -0.3
H 4.9052 2.9658 2.2876 -0.3 -0.2 0.0
H 4.4487 1.6247 0.2338 -0.2 -0.1 0.3
H 2.4012 0.2156 0.0980 0.1 0.3 0.1
H -0.9484 1.4811 4.0582 -0.2 0.0 -0.1
H -3.0583 2.7619 4.3268 0.1 -0.2 -0.3
H -4.7133 2.8351 2.4674 0.2 -0.1 0.0
H -4.2414 1.6260 0.3279 0.1 0.1 0.3
H -2.1484 0.4157 0.0563 -0.1 0.1 0.2
H -1.9655 -1.8547 2.7943 0.3 -0.2 0.0
H -1.9858 -3.6677 4.4787 0.3 0.3 0.0
H 0.0202 -4.0533 5.9099 0.0 0.2 -0.2
H 2.0373 -2.6155 5.6295 -0.3 0.1 -0.3
H 2.1011 -0.9050 3.8528 -0.1 -0.3 -0.1
```
Forces are in eV/Å.

HOMO-LUMO gap (spin up / spin down) in eV: 6.578 / 7.323
DFT total energy in eV: -51745.432
LUMO energy (spin up / spin down) in eV: -7.643 / -7.044
Spin multiplicity: 3
Relative energy (zero: lowest compared OMol25 entry of this formula, charge and spin) in kJ/mol: 0.0
Net charge: +2

These are the Mulliken partial charges, in e, on atoms 1 to 2:
1. H 0.571
2. N 0.624


No. 3
Formula: C28H29BN6SiV
Source: the Open Molecules 2025 dataset
Level of theory: ωB97M-V/def2-TZVPD

Structure (XYZ):
```
66
Properties=species:S:1:pos:R:3:forces:R:3
C 2.5228 -0.7611 -1.3865 0.7 -0.1 -1.4
N 1.2321 -0.8084 -1.7668 -0.4 -0.2 0.1
N 1.2073 -0.7174 -3.1450 0.6 -0.3 0.6
C 2.4667 -0.6622 -3.6144 -0.4 -0.1 1.1
C 3.3393 -0.6890 -2.5237 -0.6 0.1 0.4
B -0.1063 -0.5478 -3.9302 -0.3 1.1 -0.3
N -1.0057 -1.7625 -3.6223 -0.6 -0.7 0.7
N -1.3425 -2.1502 -2.3211 0.2 0.3 -0.6
C -2.1205 -3.2532 -2.4318 0.2 0.3 -1.6
C -2.2759 -3.5807 -3.7894 0.1 0.2 0.9
C -1.5534 -2.6249 -4.5026 0.1 0.3 1.4
V -0.5029 -1.2757 -0.6340 4.1 5.9 -9.4
N -0.7679 0.8097 -3.4904 -0.5 -0.4 0.8
N -1.1779 0.9647 -2.1932 0.7 -1.2 0.7
C -1.5737 2.2218 -2.0162 0.2 -0.2 -1.3
C -1.4799 2.8987 -3.2552 0.4 -1.0 0.1
C -0.9639 1.9623 -4.1655 -0.3 0.3 1.2
H -1.8890 2.5708 -1.0335 0.0 -0.1 -0.4
H -0.7198 2.0194 -5.2129 0.0 0.2 0.0
H -1.7489 3.9087 -3.4303 -0.1 0.6 -0.3
H 0.1280 -0.4728 -5.1147 0.0 -0.2 0.4
H -1.3844 -2.5009 -5.5613 -0.1 0.0 0.1
H 2.6562 -0.6203 -4.6738 0.0 0.1 0.0
H -2.8399 -4.4006 -4.1817 -0.1 -0.2 -0.1
H 4.4074 -0.6588 -2.5473 0.3 0.0 0.0
H -2.5325 -3.7434 -1.5631 0.1 -0.1 -0.2
H 2.8221 -0.7687 -0.3516 -0.1 -0.1 0.0
H -2.3086 -0.9490 -0.0793 0.6 -0.4 0.1
C -1.9588 -1.9230 0.4241 -1.8 -2.7 2.7
H -2.5600 -2.7737 0.0496 0.2 0.7 0.3
H -0.7850 -2.3015 0.3456 -3.0 -3.2 3.6
H -2.1050 -1.8012 1.5167 -0.1 -0.2 -0.7
C 0.8791 4.7665 0.6558 0.0 -0.3 -0.2
C 1.4323 3.8056 -0.2002 0.2 -0.5 0.0
C 1.1901 2.4441 0.0169 0.4 0.8 -0.7
C 0.3685 2.0182 1.0691 -0.1 -0.9 -0.3
C -0.1352 2.9883 1.9571 -0.5 0.8 0.1
C 0.1006 4.3515 1.7400 -0.1 -0.6 0.4
Si -0.0223 0.1856 1.2798 0.9 3.4 4.0
C 1.5536 -0.7055 1.8584 -0.3 -0.8 -0.8
C 1.7178 -2.0851 1.6502 0.7 0.1 0.1
C 2.9146 -2.7142 2.0216 -0.3 -0.2 -0.1
C 3.9329 -1.9857 2.6424 -0.3 0.1 -0.1
C 3.7470 -0.6231 2.9047 -0.4 0.0 0.0
C 2.5621 0.0173 2.5164 0.4 0.2 -0.2
C -1.1969 0.1236 2.7574 0.0 -0.3 -0.8
C -0.8614 -0.5780 3.9235 -0.3 -0.4 0.3
C -1.7788 -0.6634 4.9794 0.3 0.1 -0.2
C -3.0245 -0.0349 4.8849 0.2 0.0 -0.2
C -3.3529 0.6840 3.7302 0.2 0.2 -0.3
C -2.4392 0.7688 2.6703 -0.6 -0.2 0.5
H 1.0614 5.8294 0.4832 -0.1 -0.4 0.0
H 2.0600 4.1150 -1.0373 -0.2 -0.1 0.3
H 1.6496 1.7042 -0.6419 -0.2 0.3 0.0
H -0.7197 2.6782 2.8243 0.1 0.2 -0.3
H -0.3262 5.0866 2.4247 0.2 -0.2 -0.2
H 0.9163 -2.6732 1.1842 0.4 0.0 0.2
H 3.0410 -3.7800 1.8258 0.0 0.3 0.1
H 4.8633 -2.4813 2.9274 -0.3 0.2 -0.1
H 4.5235 -0.0523 3.4146 -0.2 -0.1 -0.1
H 2.4233 1.0804 2.7253 0.1 -0.3 -0.1
H 0.1116 -1.0653 4.0087 -0.3 0.1 0.0
H -1.5141 -1.2293 5.8735 -0.1 0.2 -0.2
H -3.7376 -0.1057 5.7088 0.2 0.0 -0.3
H -4.3206 1.1802 3.6480 0.3 -0.1 0.1
H -2.6986 1.3403 1.7748 0.0 -0.2 0.2
```
Forces are in eV/Å.

HOMO-LUMO gap (spin up / spin down) in eV: 5.311 / 4.140
DFT total energy in eV: -72671.162
LUMO energy (spin up / spin down) in eV: -8.764 / -9.916
Spin multiplicity: 4
Relative energy (zero: lowest compared OMol25 entry of this formula, charge and spin) in kJ/mol: 343.1
Net charge: +2

These are the Mulliken partial charges, in e, on atoms 1 to 2:
1. C -0.500
2. N 0.329